(1)
Here is a cluster of 2 separate species, C2H3BrS in total in a non-equilibrium geometry from OMol25. Energies are from ωB97M-V with the def2-TZVPD basis set.

As for the SMILES: C#CBr.S. Its molecular weight is 139.0 Da. Its energy relative to the best compared isomer or geometry (same formula, charge and spin) is 196.8 kJ/mol.

Each line ends with the natural charge from an NBO analysis.
Positions of all 7 atoms, in Å:
1 C -0.4125 -1.1891 0.8539  -0.229
2 C -0.4062 -0.0845 1.3277  -0.201
3 Br -0.0231 1.3098 2.4071  0.198
4 H -0.4250 -2.1921 0.6662  0.232
5 S 0.5697 0.9971 -2.2647  -0.293
6 H 0.2081 -0.2753 -1.9996  0.147
7 H 0.4891 1.4341 -0.9906  0.146

(2)
Here is a structure of composition C2H3CaO2 in a non-equilibrium geometry from OMol25. Energies are from ωB97M-V with the def2-TZVPD basis set.

As for the charge: +1. Its molecular weight is 99.1 Da. Its energy relative to the best compared isomer or geometry (same formula, charge and spin) is 237.7 kJ/mol.

Each line ends with the Löwdin charge.
Positions of all 8 atoms, in Å:
1 C 2.1182 4.3991 -2.2045  0.014
2 O 2.5332 5.2650 -2.8033  0.048
3 H 1.6364 1.5849 -1.5327  0.069
4 H 0.2994 2.5359 -1.1797  0.062
5 C 0.6643 1.4815 -0.9548  -0.297
6 O -0.1965 0.5206 -1.4450  -0.617
7 Ca -0.3466 -1.4073 -1.5503  1.642
8 H 0.8135 1.4510 0.1425  0.080

| no. | orbital gap (eV) | energy (eV) |
| --- | --- | --- |
| 1 | 10.063 | -82997.5209 |
| 2 | 7.544 | -24649.0373 |